276
Properties=species:S:1:pos:R:3:forces:R:3:mulliken_charge:R:1 method="wB97M-V/def2-TZVPD" e_above_lowest_kj_mol=58.9 multiplicity=1 orbital_gap_ev=8.85 total_charge=0 energy_ha=-4670.6138 homo_energy_ev=-8.367
C 1.876036 4.776025 1.964909 -0.74 -1.07 0.37 0.07
C 2.405917 4.276018 3.251183 -0.35 0.97 -2.04 0.28
N 2.892309 3.845242 4.183211 0.57 -0.61 1.49 -0.55
H 1.772021 5.877083 1.991695 -0.01 -0.71 -0.16 0.42
H 0.870605 4.244755 1.889471 1.07 1.00 -0.29 -0.28
H 2.564578 4.414253 1.164766 -0.60 0.49 0.51 0.06
C -3.184729 -0.360343 -6.364064 0.92 -0.35 -1.33 -0.41
C -2.092870 -1.190067 -5.906072 0.37 0.27 0.33 0.36
N -1.191986 -1.813828 -5.573247 0.02 -0.49 0.21 -0.48
H -2.762031 0.585219 -6.730345 -0.23 -0.19 0.20 0.03
H -3.896432 -0.220225 -5.592479 -0.80 0.25 0.65 0.06
H -3.586850 -0.940401 -7.199195 -0.47 0.42 0.01 0.49
C 1.137680 4.037600 -4.186151 1.05 -0.12 0.48 1.79
C 1.452365 5.123310 -3.202099 -0.24 0.22 0.78 0.09
N 1.705737 5.856878 -2.333668 -0.40 -1.09 -1.55 -0.68
H 0.101097 3.684892 -4.165250 0.36 0.19 0.43 -0.99
H 1.863959 3.215716 -3.930393 -0.89 0.59 -0.37 -0.80
H 1.293884 4.341329 -5.223854 0.20 0.19 0.25 0.64
C 1.454299 -0.484939 -5.625212 0.27 -0.84 -0.46 0.41
C 0.546013 0.607385 -5.905011 -0.78 -0.64 0.70 0.33
N -0.307837 1.354526 -6.070259 0.04 0.59 -0.27 -0.47
H 2.448904 -0.047010 -5.507965 0.16 -0.42 0.09 -0.75
H 1.391275 -1.175768 -6.484578 0.40 0.44 0.04 0.57
H 1.153408 -1.172328 -4.802944 0.02 1.17 -0.10 -0.09
C 4.546781 1.349532 3.001144 0.07 -0.43 -2.79 -0.30
C 4.518767 2.227412 1.709002 -0.37 -1.11 2.65 0.33
N 4.424195 2.950326 0.823465 0.13 -0.13 -0.31 -0.60
H 5.461343 0.741076 2.937367 -0.35 0.15 0.14 0.43
H 3.671307 0.661358 3.004194 0.57 0.56 -0.17 -0.27
H 4.543727 1.926257 3.894922 -0.03 0.76 0.41 0.46
C 0.453551 2.706230 5.672598 0.34 0.08 -0.29 -0.80
C -0.409282 3.144277 4.551029 1.94 -1.03 1.70 0.58
N -0.993763 3.554730 3.669300 -1.11 0.54 -1.41 -0.40
H 1.002064 3.584796 6.046005 -0.34 -0.38 0.00 0.51
H 1.206125 1.927300 5.447933 -0.52 0.72 -0.62 -0.07
H -0.152860 2.242284 6.426350 -0.50 0.11 0.57 0.28
C -6.766840 2.791083 -0.855109 -0.49 -0.71 -0.86 -2.19
C -5.711756 2.989200 0.256043 0.26 0.25 0.35 2.95
C -4.361723 3.508299 -0.342918 -0.68 -0.72 -1.33 -0.08
C -3.369389 4.065525 0.644952 0.09 -0.65 -0.50 0.14
C -4.101027 5.140391 1.348005 -0.23 2.27 1.12 -1.82
C -5.306212 4.681665 2.157327 -0.44 -1.01 -0.49 2.23
N -6.255271 4.100851 1.129915 1.07 -0.14 -0.19 0.05
O -7.507649 3.740967 1.748466 -0.03 -0.12 -1.18 -0.48
C -4.912859 3.716633 3.283394 -0.19 0.69 -0.69 -1.64
C -6.059855 5.859072 2.724899 -0.61 0.23 0.32 -2.12
C -5.534144 1.617940 1.002704 -2.33 -0.14 -1.25 -1.36
H -7.617263 2.168385 -0.578147 -0.15 0.12 0.89 0.52
H -6.375970 2.116431 -1.616581 0.59 0.28 -0.36 0.31
H -7.253017 3.649717 -1.387665 1.05 -0.18 0.74 0.31
H -3.871723 2.712633 -0.939886 -0.54 0.07 0.33 -0.81
H -4.626367 4.281944 -1.088175 0.15 -0.09 0.34 0.06
H -2.461485 4.356359 0.101214 -0.23 0.40 0.16 0.60
H -3.033330 3.295404 1.326769 0.09 -0.27 0.32 -0.33
H -4.587557 5.813507 0.632942 0.50 0.12 -0.30 0.46
H -3.497376 5.801649 2.013529 -0.10 -0.61 -0.37 0.23
H -4.347912 4.262163 4.030370 0.02 -0.01 0.27 0.48
H -5.832071 3.334782 3.665615 -0.59 -0.41 0.76 0.50
H -4.321112 2.895893 2.931690 0.37 -0.34 -0.08 -0.06
H -7.056140 5.493444 3.030505 0.46 0.40 -0.04 0.43
H -5.572398 6.275659 3.609123 0.11 0.04 -0.15 0.39
H -6.190292 6.637226 1.960111 0.02 -0.14 0.23 0.43
H -5.670402 0.716830 0.353295 0.36 0.87 -0.02 -0.01
H -6.449896 1.604704 1.591361 0.03 -0.30 0.57 0.71
H -4.707983 1.412518 1.631359 1.02 0.38 0.41 -0.42
H -8.139139 4.063544 1.062990 0.56 -0.33 0.95 0.39
C -3.075475 6.498172 -7.473426 1.17 -0.79 1.66 -1.77
C -2.607437 6.594003 -5.969494 -0.99 -0.58 -0.06 1.58
C -3.718832 7.262728 -5.159819 -0.23 -1.34 1.27 -1.28
C -4.869170 6.252449 -4.869008 0.43 0.33 -0.38 -1.13
C -4.384436 5.037079 -4.093413 1.20 0.81 0.60 -1.05
C -3.268796 4.304125 -4.840259 -1.12 0.06 -0.35 1.98
N -2.257841 5.302686 -5.268160 -1.64 1.00 0.60 0.27
O -1.308732 4.641383 -5.979712 1.48 -0.71 -1.15 -0.19
C -2.543897 3.321108 -3.951019 0.79 0.37 0.43 -1.46
C -3.919678 3.598110 -6.046940 1.13 -0.39 -1.44 -1.41
C -1.338879 7.417887 -5.862806 -0.28 -0.04 -1.35 -1.99
H -3.056994 7.466430 -7.928494 -0.47 0.67 -0.13 0.48
H -3.985243 5.933176 -7.608151 -0.36 0.32 -0.12 0.35
H -2.286658 5.967516 -7.954529 0.59 -0.64 -0.77 0.43
H -3.258616 7.546747 -4.215889 -0.10 0.25 0.29 0.44
H -4.072837 8.152575 -5.648239 -0.15 0.37 -0.32 0.51
H -5.274976 5.994048 -5.841456 -0.22 -0.37 -0.16 0.40
H -5.720956 6.625351 -4.324170 -0.13 0.82 0.24 0.47
H -5.208697 4.380370 -3.827593 -0.02 -0.26 -0.10 0.50
H -3.934798 5.400648 -3.132180 -0.41 -0.22 -0.58 0.21
H -1.812576 2.800772 -4.561546 -0.28 -0.76 -0.06 -0.37
H -1.873341 3.899674 -3.285735 -0.72 -0.14 0.19 0.44
H -3.206542 2.657199 -3.366887 0.30 0.27 -0.43 0.21
H -4.553080 2.737034 -5.855748 -0.06 -0.04 0.63 0.38
H -4.522332 4.316338 -6.594683 -0.07 -0.16 -0.13 0.24
H -3.150365 3.177043 -6.783876 -0.89 0.51 0.87 0.24
H -0.906041 7.292229 -4.873915 0.03 0.47 -0.03 0.40
H -1.634991 8.415187 -6.175292 0.24 0.57 0.64 0.48
H -0.630278 7.132615 -6.645654 0.16 -0.31 0.32 0.37
H -1.783962 4.196939 -6.699944 0.43 -0.07 -0.17 0.33
C 4.160312 -6.026909 2.065865 0.29 0.13 -0.55 -0.90
C 5.446759 -6.479701 1.238917 -1.31 0.89 -0.24 1.68
C 5.268139 -6.299925 -0.322191 -2.57 -0.51 1.30 -1.61
C 5.176796 -4.882748 -0.831076 1.95 -1.16 0.26 0.26
C 6.464207 -4.235359 -0.352194 0.46 1.12 -0.07 -1.58
C 6.745761 -4.234788 1.133204 0.17 0.03 1.96 2.28
N 6.672517 -5.684380 1.563786 0.12 0.21 0.06 -0.04
O 6.847632 -5.700920 2.985362 1.38 -1.90 0.42 -0.44
C 8.220120 -3.694493 1.307862 -0.91 -0.40 0.16 -1.84
C 5.849951 -3.303560 2.011387 -2.53 -2.16 -2.32 -1.63
C 5.695706 -7.986882 1.514052 -0.57 0.71 -0.28 -2.05
H 3.365640 -6.829763 2.013120 0.84 0.94 0.10 0.56
H 3.755351 -5.063393 1.650234 0.19 -1.03 0.37 -0.33
H 4.454131 -5.826817 3.123313 -0.31 -0.34 -0.74 0.16
H 6.171389 -6.717014 -0.644371 1.17 -0.94 -1.27 0.52
H 4.350150 -6.841878 -0.703896 1.17 -0.02 0.64 0.35
H 4.292140 -4.404118 -0.496112 -0.79 0.73 0.47 -0.24
H 5.149363 -4.913138 -1.918064 -0.02 0.14 -0.13 0.52
H 6.438200 -3.199909 -0.627787 0.19 0.87 -0.32 0.27
H 7.424691 -4.625845 -0.754558 -0.98 -0.25 -0.50 0.46
H 8.323951 -2.724564 0.772001 0.01 -0.88 -0.16 0.34
H 8.465236 -3.422120 2.347825 -0.16 -0.62 -0.25 0.35
H 8.841004 -4.521933 0.934157 0.38 0.70 0.08 0.54
H 5.573477 -3.683105 2.960463 0.61 -0.48 1.19 -0.07
H 6.176213 -2.324257 2.066650 0.96 1.94 0.14 1.16
H 4.824872 -3.275777 1.557112 0.67 0.33 -0.07 -0.35
H 5.716133 -8.198613 2.577081 0.44 0.09 0.29 0.50
H 6.604634 -8.319554 0.999253 -0.23 -0.11 0.20 0.41
H 4.803286 -8.544289 1.180590 0.49 0.16 -0.29 0.40
H 7.436185 -6.514921 3.149785 -1.24 1.93 -0.45 0.36
C -6.219113 -2.836803 -2.154805 0.13 1.15 -2.57 -1.98
C -4.812997 -2.236771 -2.091859 0.22 0.86 0.30 2.10
C -4.287355 -2.171465 -0.656953 -2.46 1.97 0.62 -0.17
C -4.055857 -3.528156 -0.022545 0.69 0.64 -1.11 0.15
C -2.984489 -4.208360 -0.889385 0.18 0.31 1.40 -0.46
C -3.459215 -4.373842 -2.286491 -0.34 0.59 -2.50 1.10
N -3.809483 -2.977082 -2.768946 0.42 -0.97 -1.26 1.48
O -4.219835 -3.065036 -4.181559 0.28 -0.08 1.10 -0.66
C -2.325963 -4.741052 -3.266339 -0.33 0.29 -0.13 -1.69
C -4.589789 -5.390083 -2.479567 -0.69 0.29 0.18 -1.76
C -4.897273 -0.785570 -2.721148 -0.54 -0.81 0.00 -1.98
H -6.376313 -3.294933 -3.165870 0.09 0.18 1.00 0.27
H -6.903058 -2.008982 -2.107096 -0.57 0.39 0.08 0.56
H -6.484453 -3.479765 -1.384242 -0.25 -1.36 1.29 0.43
H -3.496932 -1.377755 -0.607316 -0.28 -1.07 0.28 -0.76
H -5.225777 -1.763412 -0.190348 1.02 0.24 0.37 0.28
H -5.023182 -4.050319 -0.019836 0.47 -0.17 0.11 0.54
H -3.721892 -3.397898 0.994353 0.11 -0.08 0.41 -0.87
H -2.640135 -5.099110 -0.359355 0.01 -0.39 -0.62 0.82
H -2.116186 -3.542941 -0.992216 -0.08 0.01 0.47 -0.55
H -2.807772 -4.969890 -4.239982 0.68 0.36 0.47 0.40
H -1.551053 -3.925576 -3.351436 -0.84 -0.89 0.04 -0.12
H -1.898630 -5.652031 -2.903503 0.67 -0.63 0.15 0.59
H -4.251620 -6.364989 -2.157935 0.34 -0.46 -0.37 0.43
H -5.438240 -5.209973 -1.817867 0.06 0.18 -0.09 0.33
H -4.989957 -5.394576 -3.516937 0.51 -0.12 0.65 0.34
H -3.962620 -0.190013 -2.752833 -0.35 -0.63 -0.01 0.06
H -5.659289 -0.225129 -2.181688 0.18 0.16 0.41 0.36
H -5.370775 -0.898404 -3.713674 0.59 0.12 0.16 0.47
H -3.600821 -2.402446 -4.481393 0.24 0.01 -0.77 -0.01
C 5.472547 -2.780432 7.956758 -0.59 -0.42 -1.42 -2.09
C 4.222613 -3.101340 7.042405 0.60 -0.21 0.75 2.11
C 3.170294 -3.838032 7.868140 0.87 -0.21 1.59 -1.46
C 1.836067 -3.985406 7.171536 -0.28 -0.58 -0.41 -0.82
C 1.317766 -2.634766 6.782906 0.06 0.97 -0.25 -1.07
C 2.342438 -1.857348 5.893425 -0.59 0.37 -0.74 2.94
N 3.642722 -1.822684 6.598452 1.09 0.40 -0.62 -0.10
O 4.707801 -1.201399 5.695742 -1.34 0.52 1.89 -0.41
C 2.386447 -2.543973 4.505178 0.98 -0.06 0.57 -0.89
C 1.825611 -0.394052 5.680404 0.34 -0.57 -0.53 -1.53
C 4.736769 -4.027275 5.945643 -1.23 -0.15 -1.81 -1.53
H 5.287652 -2.013484 8.694533 -0.22 0.38 0.03 0.46
H 6.282443 -2.490176 7.258288 -0.20 -0.13 0.73 0.38
H 5.724314 -3.691062 8.496462 0.26 -0.09 -0.10 0.44
H 3.674856 -4.817347 8.139681 -0.90 0.92 -0.20 0.43
H 3.069392 -3.242300 8.825252 -0.21 -0.71 -0.80 0.35
H 1.075885 -4.490792 7.755687 0.05 -0.12 0.53 0.46
H 1.902550 -4.602987 6.276930 0.32 -0.18 -0.05 0.35
H 1.207989 -2.076678 7.692868 -0.05 0.57 0.72 0.67
H 0.282325 -2.654564 6.361534 0.95 -0.10 -0.27 -0.33
H 2.239832 -3.625813 4.610710 -0.24 0.39 -0.36 0.00
H 1.646477 -2.072385 3.888193 -0.53 -0.17 -0.44 -0.24
H 3.370604 -2.405098 4.035420 -0.26 0.10 0.06 0.13
H 2.465874 0.150176 4.937295 -0.37 -0.41 0.80 -0.18
H 0.827333 -0.477252 5.222828 0.29 0.12 0.13 -0.01
H 1.727753 0.183987 6.612291 0.29 -0.31 -0.19 0.64
H 5.270223 -3.431216 5.214937 0.55 -0.05 0.01 0.32
H 3.946028 -4.523818 5.317527 0.38 0.50 0.84 -0.14
H 5.335178 -4.855537 6.286692 0.47 0.00 0.48 0.70
H 5.004753 -0.478763 6.311177 -0.38 -0.96 -1.01 0.34
C 4.802183 2.059338 -7.072980 -0.17 -1.21 1.32 -1.84
C 5.454729 1.732842 -5.708080 1.04 -0.48 -0.25 1.18
C 4.980662 2.695308 -4.622169 -0.16 -0.40 -0.59 -0.37
C 5.227831 2.195704 -3.203338 -0.24 0.05 -1.14 -1.28
C 4.637193 0.825254 -2.988272 0.77 -0.29 1.19 -0.11
C 5.213877 -0.160356 -3.962808 0.89 -0.92 -2.02 1.69
N 4.913536 0.408070 -5.313818 0.10 -0.69 -0.11 1.10
O 5.324105 -0.593111 -6.294152 -0.47 0.68 0.30 -0.63
C 6.724970 -0.498966 -3.730368 -1.32 0.40 0.49 -1.65
C 4.470095 -1.505106 -3.847520 0.05 0.51 -0.27 -1.18
C 7.043809 1.697387 -5.833541 -1.25 0.18 -1.19 -1.59
H 3.706645 1.875673 -6.946429 0.76 0.06 -0.43 0.17
H 5.262675 1.421498 -7.848299 -0.45 0.53 0.17 0.38
H 4.955675 3.098081 -7.216535 0.17 1.03 -0.70 0.50
H 5.463717 3.658289 -4.831244 -0.37 0.00 0.24 0.51
H 3.883788 2.747261 -4.746756 0.33 0.44 0.00 -0.33
H 4.731225 2.895471 -2.580638 -0.12 0.69 1.07 0.61
H 6.285841 2.144914 -2.972097 0.19 0.30 0.16 0.46
H 3.556286 0.759293 -3.114727 -0.16 0.40 0.28 -0.52
H 4.933593 0.553139 -1.941025 -0.59 -0.19 -0.73 0.18
H 6.660587 -1.258257 -2.965555 0.67 -0.46 0.14 0.26
H 7.264287 -0.815856 -4.609319 -0.17 -0.37 -0.23 0.32
H 7.248754 0.335683 -3.312319 0.38 0.45 0.32 0.42
H 3.410731 -1.400863 -4.059038 -0.25 0.19 0.50 -0.32
H 4.778154 -2.310195 -4.511963 0.63 0.22 -0.01 0.47
H 4.691385 -1.773523 -2.828652 -0.56 -0.63 0.49 0.28
H 7.208122 0.870970 -6.558782 0.47 0.33 0.81 0.36
H 7.443036 1.548138 -4.852004 0.48 -0.43 0.22 0.29
H 7.569875 2.596103 -6.235169 -0.95 -0.34 0.11 0.36
H 4.470951 -0.793525 -6.704172 0.32 -0.11 -0.05 0.32
C -1.895659 -2.713062 3.595743 -0.80 -0.90 1.40 -1.22
C -3.035630 -1.818571 4.116934 -1.08 -0.60 0.74 1.51
C -4.388198 -2.629556 4.208523 1.09 -0.57 -1.51 -0.83
C -5.507132 -1.963892 4.940723 0.49 -0.17 0.85 -0.85
C -4.985560 -1.471155 6.271080 -0.48 -0.14 1.47 -1.39
C -3.742317 -0.588409 6.203074 0.33 0.62 1.05 1.94
N -2.711842 -1.364916 5.507215 0.41 0.12 -1.34 -0.24
O -1.472798 -0.527322 5.387396 -1.57 -0.91 0.32 0.39
C -4.000050 0.849915 5.590671 0.22 -1.87 1.67 -1.63
C -3.263162 -0.446060 7.715523 -0.92 -0.09 -0.72 -1.88
C -3.233108 -0.687983 3.106230 0.00 0.34 0.14 -0.38
H -2.330442 -3.313951 2.802111 0.21 0.00 -0.42 0.45
H -1.521924 -3.459587 4.364773 -0.32 1.10 -0.70 0.26
H -1.124130 -2.065404 3.228692 0.68 -0.04 -0.16 -0.04
H -4.726335 -2.804812 3.156666 0.43 0.01 0.57 -0.14
H -4.211860 -3.632712 4.633709 0.14 0.36 0.02 0.48
H -6.291586 -2.703989 5.037533 -0.36 -0.02 0.33 0.54
H -5.930761 -1.142474 4.413791 -0.28 0.76 -0.73 0.22
H -4.735620 -2.319359 6.957483 -0.21 0.36 -0.68 0.44
H -5.738903 -0.877698 6.827156 0.14 -0.28 -0.34 0.41
H -4.150689 1.502204 6.444801 0.04 0.39 -0.10 0.60
H -3.058579 1.038579 5.109808 -0.10 0.93 -0.53 0.06
H -4.904777 0.854087 5.004237 0.07 0.19 -0.63 0.15
H -4.116893 -0.006270 8.266185 0.59 0.26 -0.20 0.50
H -3.187585 -1.450222 8.162570 0.53 0.28 -0.29 0.43
H -2.341746 0.158084 7.839941 -0.60 -0.35 -0.03 0.29
H -2.593317 0.140732 3.417911 0.08 0.00 -0.50 -0.07
H -4.273140 -0.306385 3.072610 0.56 -0.31 -0.12 -0.26
H -2.908396 -1.067245 2.126681 -0.31 0.35 0.07 0.35
H -1.122432 -0.910864 6.187998 1.04 0.25 0.32 0.09
C -1.582338 1.160495 -1.595371 0.49 0.15 0.55 -0.95
C -0.294629 0.783764 -0.834374 -0.71 -1.70 -0.27 1.75
C -0.353753 1.183471 0.639534 0.68 1.89 -0.73 -0.79
C 0.905911 0.716544 1.361580 -0.09 0.41 -2.01 -0.34
C 0.911370 -0.783288 1.263640 -0.83 -0.52 0.20 -0.60
C 1.014714 -1.327693 -0.148097 0.82 -0.63 -0.99 2.68
N -0.137568 -0.745416 -0.859801 -0.01 1.41 -0.50 0.52
O -0.022954 -1.102340 -2.232727 -0.64 -0.68 -0.63 0.43
C 2.487876 -1.055081 -0.655643 -0.88 0.54 -0.76 -0.88
C 0.802092 -2.902772 -0.241584 0.70 1.72 0.53 -2.06
C 0.848600 1.507398 -1.557307 -0.86 0.37 -0.58 -0.89
H -1.536662 0.869518 -2.634886 0.03 -0.39 -0.23 0.56
H -1.485697 2.224325 -1.617903 -0.40 1.00 -0.08 0.18
H -2.571015 0.945805 -1.174334 0.40 -0.42 0.26 -0.29
H -0.339198 2.301048 0.557488 -0.37 -0.64 0.59 0.07
H -1.263084 0.851483 1.122675 -0.27 -0.11 0.11 -0.61
H 1.013819 1.147070 2.330043 -0.19 -0.05 1.07 0.70
H 1.748051 1.130171 0.777668 -0.10 -0.12 0.47 -0.38
H -0.066667 -1.150552 1.579415 0.02 -0.08 0.65 -0.50
H 1.684682 -1.183461 1.872500 0.68 -0.72 0.55 0.69
H 2.886766 -0.077516 -0.349164 -0.03 -0.46 0.19 0.10
H 3.099115 -1.839228 -0.248827 0.46 -0.32 0.31 -0.26
H 2.621964 -1.080437 -1.749923 -0.42 -0.16 0.36 0.03
H -0.179482 -3.152682 0.136475 -0.43 -0.11 -0.33 0.23
H 1.023016 -3.256413 -1.259522 -0.35 0.09 0.41 0.39
H 1.499117 -3.341793 0.458814 0.41 -0.34 0.11 0.29
H 0.719907 2.623827 -1.541998 0.37 -0.97 0.51 0.24
H 0.830208 1.260617 -2.624648 0.04 -0.25 0.14 -0.13
H 1.745190 1.122690 -1.124117 0.80 0.66 -0.14 -0.07
H -0.874201 -1.542006 -2.463313 0.76 0.39 0.34 -0.17